[1]
# C33H30BF9O3

A cluster of 2 separate species, C33H30BF9O3 in total at a distorted geometry (wB97M-V/def2-TZVPD, the Open Molecules 2025 dataset).

The geometry in XYZ format:
```
76
Properties=species:S:1:pos:R:3:lowdin_charge:R:1
C -2.47 -3.48 1.21 -0.016
C -2.91 -2.29 1.92 -0.327
C -3.19 -2.12 3.27 -0.025
C -3.37 -0.74 3.46 -0.034
C -3.07 -0.10 2.23 -0.278
B 1.39 -1.91 3.60 -0.533
C -3.71 1.13 1.80 -0.152
C -3.97 2.14 2.75 -0.012
C -4.43 3.39 2.34 -0.012
C -4.67 3.60 0.99 -0.137
C -5.05 5.00 0.57 -0.525
F -5.10 5.14 -0.79 0.119
F -6.26 5.39 1.06 0.116
F -4.12 5.90 1.03 0.106
C -4.56 2.58 0.05 -0.001
C -4.08 1.34 0.46 0.006
O 1.81 -1.77 4.88 0.171
C 1.56 -3.07 5.48 -0.435
C 2.64 -3.29 6.51 -0.003
C 0.20 -3.00 6.18 0.002
C 1.54 -4.05 4.23 -0.444
C 2.94 -4.52 3.81 0.001
C 0.61 -5.23 4.27 -0.003
O 1.07 -3.18 3.17 0.139
O -2.97 -1.11 1.26 0.031
H -3.06 -4.33 1.57 0.091
H -2.61 -3.37 0.13 0.094
H -1.41 -3.69 1.43 0.082
H -3.26 -2.91 4.01 0.110
H -3.64 -0.23 4.39 0.112
H -3.75 1.96 3.80 0.118
H -4.57 4.18 3.06 0.127
H -4.81 2.74 -0.99 0.123
H -3.96 0.54 -0.27 0.127
H 2.50 -4.26 7.00 0.102
H 3.64 -3.26 6.05 0.092
H 2.59 -2.51 7.27 0.101
H -0.01 -3.92 6.74 0.100
H 0.20 -2.16 6.89 0.102
H -0.63 -2.82 5.47 0.094
H 3.32 -5.26 4.52 0.098
H 2.88 -4.99 2.82 0.103
H 3.66 -3.69 3.74 0.097
H 0.93 -5.93 5.06 0.100
H -0.43 -4.94 4.45 0.088
H 0.65 -5.77 3.31 0.100
F -0.17 4.08 -2.46 0.118
C -1.26 3.95 -1.64 -0.525
F -1.53 5.18 -1.13 0.113
F -2.33 3.61 -2.44 0.106
C -1.05 2.92 -0.57 -0.140
C -1.01 3.30 0.77 -0.006
C -0.88 2.34 1.74 -0.023
C -0.84 0.96 1.41 -0.245
C -0.82 -0.04 2.47 -0.045
C 0.64 -0.60 2.66 -0.179
C 1.20 -1.26 1.48 0.011
C 2.56 -1.22 1.21 0.027
C 3.39 -0.51 2.08 -0.113
C 4.88 -0.66 1.99 -0.517
F 5.43 -0.75 3.24 0.118
F 5.25 -1.79 1.32 0.121
F 5.48 0.39 1.36 0.128
C 2.88 0.38 3.02 0.000
C 1.53 0.41 3.25 0.027
C -0.75 0.62 0.04 -0.017
C -0.88 1.59 -0.94 -0.009
H -1.10 4.35 1.03 0.125
H -0.87 2.64 2.80 0.123
H -1.20 0.27 3.44 0.099
H 0.53 -1.80 0.82 0.131
H 2.98 -1.71 0.34 0.141
H 3.56 1.06 3.54 0.143
H 1.09 1.19 3.87 0.140
H -0.63 -0.42 -0.25 0.106
H -0.88 1.30 -1.99 0.129
```

**E_tot**: -65982.4483 eV
**Relative energy (zero: lowest compared OMol25 entry of this formula, charge and spin)**: 2.027 eV
**Multiplicity**: 1
**Kohn-Sham gap**: 4.35 eV



[2]
# C33H30BrCuO6P2S2

A structure of composition C33H30BrCuO6P2S2 at a distorted geometry (wB97M-V/def2-TZVPD, the Open Molecules 2025 dataset).

The geometry in XYZ format:
```
75
Properties=species:S:1:pos:R:3:mulliken_spin:R:1
Cu -1.23 0.33 0.11 0.645
O 2.19 -0.72 3.57 0.001
S -0.07 -0.48 2.24 0.028
O -0.22 0.07 3.62 0.002
O 0.24 0.65 1.24 0.158
C -0.05 -3.21 3.16 0.002
C -0.18 -3.62 4.49 -0.001
C -1.40 -3.96 5.05 0.002
C -2.55 -3.89 4.28 0.000
C -2.46 -3.50 2.96 0.005
C -1.23 -3.17 2.39 0.000
S -1.38 -2.80 0.62 -0.014
O -2.01 -3.97 0.05 0.001
O -0.05 -2.51 0.13 0.000
O -2.25 -1.59 0.55 -0.003
H 0.71 -3.65 5.11 0.000
H -1.45 -4.27 6.08 0.000
H -3.52 -4.15 4.70 0.000
H -3.34 -3.45 2.33 0.000
C 2.36 0.57 -1.74 0.007
C 1.07 0.84 -2.56 0.003
P -0.25 -0.31 -2.01 0.029
C 0.25 -1.87 -2.83 0.005
C -0.62 -2.96 -2.73 0.008
C -0.29 -4.19 -3.29 -0.002
C 0.92 -4.35 -3.96 0.002
C 1.78 -3.27 -4.06 -0.001
C 1.45 -2.04 -3.50 0.002
C -1.72 0.14 -3.02 0.015
C -2.96 -0.36 -2.62 -0.005
C -4.11 -0.01 -3.30 0.000
C -4.05 0.87 -4.38 0.002
C -2.82 1.38 -4.77 0.000
C -1.66 1.02 -4.10 0.009
C 2.46 1.42 -0.47 -0.006
P 3.14 0.74 1.12 0.004
C 4.89 0.35 0.63 0.001
C 5.51 0.80 -0.53 0.000
C 6.83 0.45 -0.82 0.000
C 7.55 -0.35 0.06 0.000
C 6.95 -0.77 1.24 0.000
C 5.64 -0.42 1.53 -0.001
C 2.54 -1.03 1.23 -0.009
C 2.96 -2.00 0.43 0.003
C 2.61 -3.41 0.61 -0.002
C 1.86 -3.80 1.64 0.005
C 1.38 -2.85 2.71 -0.005
C 1.67 -1.33 2.43 0.036
H 3.23 0.72 -2.37 0.000
H 2.36 -0.49 -1.45 0.000
H 1.25 0.71 -3.63 0.000
H 0.71 1.86 -2.40 0.001
H -1.55 -2.87 -2.18 0.001
H -0.97 -5.02 -3.18 0.000
H 1.18 -5.30 -4.39 0.000
H 2.73 -3.38 -4.58 0.000
H 2.16 -1.23 -3.60 0.000
H -3.03 -1.01 -1.75 -0.013
H -5.07 -0.40 -2.98 0.000
H -4.95 1.16 -4.90 0.000
H -2.76 2.08 -5.60 0.000
H -0.71 1.43 -4.42 0.000
H 1.47 1.76 -0.18 -0.002
H 3.04 2.33 -0.66 0.000
H 4.98 1.43 -1.23 0.000
H 7.28 0.79 -1.74 0.000
H 8.57 -0.64 -0.18 0.000
H 7.51 -1.37 1.95 0.000
H 5.18 -0.75 2.45 0.000
H 3.64 -1.77 -0.39 0.000
H 2.95 -4.13 -0.12 0.000
H 1.59 -4.84 1.77 0.000
H 2.01 -3.05 3.58 0.001
H 1.42 -0.30 4.03 0.001
Br -2.68 2.10 0.10 0.086
```

**Net charge**: -1
**E_tot**: -201925.5825 eV
**Multiplicity**: 2
**Kohn-Sham gap (spin up / spin down)**: 7.79 / 6.05 eV



[3]
# C33H30BrF5Si

A cluster of 6 separate species, C33H30BrF5Si in total (wB97M-V/def2-TZVPD, the Open Molecules 2025 dataset).

The geometry in XYZ format:
```
70
Properties=species:S:1:pos:R:3:lowdin_charge:R:1
C -0.66 -2.67 2.35 0.057
C -1.70 -2.09 2.51 -0.273
Si -3.34 -1.30 2.65 0.112
C -4.65 -2.53 2.23 -0.250
Br -3.42 0.29 1.08 0.337
H 0.17 -3.23 1.98 0.025
H -3.49 -0.70 3.98 -0.026
H -5.63 -2.06 2.13 0.034
H -4.66 -3.32 2.98 0.037
H -4.37 -2.96 1.27 0.005
F -2.13 -4.22 -0.28 0.038
C -1.03 -4.34 -1.06 -0.281
C 0.07 -5.01 -0.55 -0.032
C 1.20 -5.12 -1.34 -0.084
C 1.22 -4.56 -2.61 -0.094
C 0.11 -3.89 -3.09 -0.076
C -1.04 -3.78 -2.32 -0.005
H 0.03 -5.43 0.44 0.114
H 2.07 -5.64 -0.96 0.104
H 2.11 -4.65 -3.23 0.101
H 0.12 -3.46 -4.08 0.107
H -1.92 -3.27 -2.67 0.116
F -0.42 4.92 3.42 0.049
C -0.16 3.67 3.86 -0.302
C -0.73 2.60 3.20 -0.021
C -0.45 1.31 3.65 -0.079
C 0.37 1.12 4.75 -0.088
C 0.92 2.21 5.40 -0.084
C 0.66 3.50 4.96 -0.018
H -1.37 2.77 2.34 0.107
H -0.87 0.47 3.13 0.055
H 0.58 0.12 5.10 0.101
H 1.56 2.07 6.26 0.103
H 1.09 4.37 5.45 0.117
F -4.77 -2.31 -2.42 0.050
C -5.54 -3.41 -2.24 -0.279
C -6.63 -3.60 -3.06 -0.017
C -7.41 -4.73 -2.87 -0.085
C -7.08 -5.65 -1.88 -0.097
C -5.98 -5.44 -1.08 -0.075
C -5.19 -4.31 -1.25 -0.020
H -6.87 -2.87 -3.82 0.117
H -8.27 -4.90 -3.51 0.104
H -7.69 -6.53 -1.75 0.100
H -5.72 -6.15 -0.30 0.106
H -4.32 -4.12 -0.64 0.081
F 2.12 3.97 -3.60 0.048
C 1.93 3.95 -2.26 -0.290
C 0.90 4.70 -1.72 -0.018
C 0.71 4.67 -0.34 -0.075
C 1.55 3.91 0.46 -0.084
C 2.57 3.17 -0.11 -0.085
C 2.77 3.18 -1.48 -0.026
H 0.26 5.28 -2.37 0.116
H -0.09 5.25 0.10 0.105
H 1.40 3.90 1.53 0.088
H 3.23 2.58 0.52 0.107
H 3.56 2.61 -1.95 0.119
F 5.15 4.70 0.47 0.055
C 6.10 4.50 -0.47 -0.292
C 7.20 3.72 -0.15 -0.018
C 8.17 3.52 -1.13 -0.087
C 8.03 4.09 -2.38 -0.099
C 6.92 4.87 -2.67 -0.081
C 5.94 5.08 -1.71 -0.019
H 7.28 3.29 0.83 0.116
H 9.03 2.91 -0.90 0.103
H 8.79 3.93 -3.14 0.100
H 6.81 5.32 -3.65 0.105
H 5.06 5.68 -1.91 0.120
```

**SMILES**: C#C[Si@H](C)Br.Fc1ccccc1.Fc1ccccc1.Fc1ccccc1.Fc1ccccc1.Fc1ccccc1
**E_tot**: -126214.8893 eV
**Multiplicity**: 1
**Kohn-Sham gap**: 9.63 eV